1.
52
Properties=species:S:1:pos:R:3 method="wB97M-V/def2-TZVPD" orbital_gap_ha=0.33294 homo_energy_ev=-14.419 de_lowest_kj_mol=46.44 total_charge=+2
O -1.281 0.948 4.032
O -4.151 -2.766 1.845
O 1.309 3.499 -6.505
C -1.657 0.037 4.760
C -3.397 -2.715 2.803
C 3.505 -0.807 -3.705
C -1.107 -0.454 -0.182
C 2.758 0.339 -3.788
C -0.808 -0.578 1.148
C 2.425 -0.461 -1.744
C -0.316 1.492 0.533
N 3.288 -1.316 -2.428
N -0.790 0.844 -0.555
N -3.420 -3.714 3.696
N 1.183 2.914 -3.782
N -2.115 -1.130 4.301
N 2.109 0.505 -2.575
N -0.305 0.636 1.573
C -1.578 0.189 6.260
C -2.522 -4.021 4.815
C 2.491 3.698 -5.712
C 2.635 1.291 -4.951
C 2.472 2.754 -4.492
C -1.188 -1.742 2.042
C -2.452 -1.493 2.908
H 1.318 4.062 -7.305
H 4.140 -1.225 -4.488
H -1.631 -1.197 -0.780
H 2.102 -0.570 -0.708
H -0.170 2.568 0.620
H 3.725 -2.163 -2.050
H -1.109 1.290 -1.413
H -4.139 -4.398 3.501
H 0.439 2.782 -4.481
H 1.116 3.873 -3.428
H -2.392 -1.791 5.013
H 1.558 1.356 -2.414
H -0.279 0.913 2.562
H -2.572 0.086 6.694
H -1.187 1.178 6.502
H -0.917 -0.570 6.673
H -2.849 -3.506 5.720
H -1.490 -3.755 4.580
H -2.553 -5.095 5.015
H 2.533 4.738 -5.369
H 3.387 3.514 -6.315
H 3.522 1.201 -5.587
H 1.768 1.008 -5.558
H 3.308 3.017 -3.831
H -1.360 -2.606 1.396
H -0.343 -1.993 2.686
H -3.012 -0.665 2.469

=====

2.
56
Properties=species:S:1:pos:R:3 method="wB97M-V/def2-TZVPD" orbital_gap_ha=0.40343 smiles="CCOC(=O)OC.CCOC(=O)OC.O=C1OCCO1.ClCCCl.ClCCCl" homo_energy_ev=-10.613 total_charge=0
C 1.319 24.563 -4.210
C 1.598 25.119 -2.821
O 2.954 24.787 -2.487
C 3.266 23.582 -2.006
O 2.553 22.618 -2.073
O 4.489 23.654 -1.535
C 5.100 22.390 -1.150
H 0.302 24.826 -4.523
H 1.334 23.477 -4.177
H 2.030 25.022 -4.892
H 0.919 24.757 -2.046
H 1.602 26.206 -2.768
H 5.579 22.483 -0.183
H 5.756 22.171 -1.989
H 4.332 21.623 -1.092
C -0.198 22.390 -6.870
C 1.339 22.586 -6.954
O 1.872 22.044 -8.155
C 2.052 20.748 -8.219
O 1.929 19.998 -7.295
O 2.358 20.407 -9.455
C 2.917 19.129 -9.720
H -0.558 21.822 -6.021
H -0.485 21.876 -7.789
H -0.616 23.391 -6.959
H 1.861 22.237 -6.064
H 1.573 23.646 -6.981
H 3.744 18.826 -9.082
H 3.261 19.223 -10.752
H 2.111 18.390 -9.730
O -0.061 15.849 -12.118
C -0.200 16.906 -11.610
O -0.637 17.142 -10.371
C -0.960 18.542 -10.229
C -0.204 19.172 -11.405
O 0.016 18.071 -12.269
H -2.048 18.606 -10.231
H -0.530 18.856 -9.278
H 0.709 19.613 -11.013
H -0.806 19.903 -11.941
Cl 2.804 19.834 -14.315
C 3.884 18.480 -14.848
C 4.279 17.596 -13.676
Cl 5.524 16.489 -14.223
H 4.721 19.002 -15.305
H 3.430 17.884 -15.634
H 3.387 17.029 -13.408
H 4.641 18.085 -12.777
Cl 4.451 21.720 -4.883
C 4.810 20.215 -5.734
C 6.107 19.586 -5.299
Cl 6.030 19.120 -3.537
H 4.923 20.482 -6.785
H 3.953 19.570 -5.577
H 6.956 20.265 -5.352
H 6.417 18.697 -5.842

=====

3.
51
Properties=species:S:1:pos:R:3 method="wB97M-V/def2-TZVPD" orbital_gap_ha="0.18249 / 0.27981" homo_energy_ev="-15.212 / -15.867" de_lowest_kj_mol=91.72 total_charge=+2
C -2.504 -2.524 -1.536
C -2.425 -1.242 -0.770
H -3.526 -2.915 -1.442
H -1.791 -3.272 -1.164
H -2.309 -2.346 -2.605
O -3.322 -0.406 -0.732
Cl 2.436 -1.591 -1.903
Al 0.610 -0.862 -1.078
P 1.431 -2.312 1.012
C 0.887 -2.371 2.764
C 1.170 -4.061 0.529
H 1.618 -4.719 1.286
H 3.510 -2.916 2.118
H 1.634 -4.238 -0.449
H 3.747 -2.659 0.350
H -0.209 -2.375 2.805
H 0.092 -4.260 0.466
C 3.252 -2.289 1.254
H 1.280 -3.287 3.231
H 3.573 -1.259 1.445
H 1.266 -1.494 3.304
P -0.638 1.071 -2.257
C -1.539 2.096 -1.032
C 0.145 2.449 -3.193
H -1.545 -0.240 -4.067
H -2.100 1.460 -4.151
H -2.849 0.322 -2.975
C -1.920 0.609 -3.480
H 0.721 2.056 -4.041
H -0.661 3.095 -3.574
H -1.948 2.971 -1.554
H -0.849 2.437 -0.252
H 0.803 3.045 -2.546
H -2.358 1.521 -0.584
C -1.156 -1.014 0.045
O -1.288 -0.899 1.260
C 0.702 1.216 1.956
C 1.673 1.412 0.882
C 2.768 2.281 1.000
C 3.417 2.304 -0.231
C 2.709 1.448 -1.086
C 3.069 1.302 -2.499
N 1.686 0.836 -0.381
H 1.082 0.513 2.709
H -0.276 0.877 1.614
H 0.562 2.180 2.469
H 3.002 2.831 1.902
H 4.293 2.864 -0.530
H 3.282 2.301 -2.902
H 3.998 0.727 -2.590
H 2.305 0.834 -3.123

=====

4.
51
Properties=species:S:1:pos:R:3 method="wB97M-V/def2-TZVPD" orbital_gap_ha="0.30707 / 0.35023" homo_energy_ev="-7.860 / -9.036" total_charge=0 multiplicity=2
C 4.739 1.297 0.930
B 3.197 1.153 1.251
O 2.848 1.064 2.600
C 2.085 1.142 0.123
C 2.568 0.351 -1.117
C 1.789 2.638 -0.172
C 0.486 2.948 -0.922
C 0.248 4.458 -0.743
C 0.623 2.745 -2.453
N -0.686 2.246 -0.345
O -1.248 2.888 0.616
C -0.507 0.793 -0.073
C -0.692 -0.073 -1.331
C -1.653 0.363 0.860
C 0.797 0.486 0.683
H 5.264 1.884 1.679
H 4.919 1.658 -0.080
H 5.165 0.291 0.981
H 3.060 1.909 3.028
H 1.971 -0.539 -1.275
H 3.595 0.001 -1.018
H 2.537 0.926 -2.037
H 2.642 3.060 -0.700
H 1.742 3.152 0.792
H 0.390 4.780 0.282
H -0.734 4.716 -1.127
H 0.982 4.990 -1.348
H 0.257 3.637 -2.953
H 1.666 2.667 -2.733
H 0.034 1.922 -2.836
H -1.669 0.137 -1.748
H 0.097 0.075 -2.058
H -0.669 -1.109 -1.024
H -2.622 0.651 0.468
H -1.606 -0.724 0.902
H -1.491 0.710 1.874
H 0.633 0.762 1.721
H 0.950 -0.593 0.685
C -4.325 -5.708 1.240
C -3.273 -5.016 0.410
C -2.192 -4.313 1.196
O -1.783 -3.286 0.283
C -2.847 -2.999 -0.512
O -2.904 -2.074 -1.253
O -3.831 -3.917 -0.332
H -5.164 -6.010 0.615
H -3.911 -6.593 1.722
H -4.717 -5.040 2.008
H -2.840 -5.715 -0.311
H -1.352 -4.956 1.449
H -2.571 -3.837 2.103

=====

5.
51
Properties=species:S:1:pos:R:3 method="wB97M-V/def2-TZVPD" orbital_gap_ha="0.22314 / 0.21593" homo_energy_ev="-18.093 / -17.806" de_lowest_kj_mol=367.16 total_charge=+3
C 1.045 -0.203 -6.405
C 0.787 0.235 -4.993
H 2.121 -0.233 -6.584
H 0.558 0.492 -7.094
H 0.599 -1.189 -6.564
O 1.577 0.519 -4.151
Cl -1.009 0.305 -4.639
Pb 0.658 -0.025 0.197
P 0.436 2.269 -0.048
C 1.703 3.336 0.735
C 0.431 2.825 -1.793
H 0.240 3.901 -1.865
H -1.241 4.001 0.392
H -0.347 2.269 -2.323
H -1.960 2.377 0.140
H 2.688 3.085 0.333
H 1.397 2.592 -2.248
C -1.142 2.931 0.607
H 1.494 4.395 0.551
H -1.180 2.768 1.687
H 1.717 3.151 1.813
P 0.638 -2.341 0.280
C 1.987 -3.173 1.200
C -0.881 -3.039 1.028
H -0.125 -2.732 -1.968
H 0.600 -4.225 -1.287
H 1.641 -2.886 -1.857
C 0.695 -3.136 -1.369
H -1.741 -2.628 0.493
H -0.887 -4.133 0.965
H 1.870 -4.261 1.170
H 1.978 -2.835 2.240
H -0.941 -2.731 2.075
H 2.949 -2.898 0.760
C 2.180 0.112 1.187
O 3.158 0.201 1.824
C 0.575 0.295 3.763
C -0.729 0.159 3.043
C -1.952 0.157 3.679
C -2.905 0.020 2.697
C -2.227 -0.057 1.498
C -2.905 -0.203 0.170
N -0.889 0.026 1.701
H 1.196 -0.607 3.590
H 1.103 1.206 3.413
H 0.412 0.394 4.858
H -2.132 0.249 4.743
H -3.976 -0.016 2.843
H -3.510 -1.133 0.164
H -3.586 0.657 0.006
H -2.170 -0.244 -0.657

=====

6.
51
Properties=species:S:1:pos:R:3 method="wB97M-V/def2-TZVPD" orbital_gap_ha=0.36294 smiles="C[Si](C)(C)OCC[C@H]1OC(=O)O[C@H]1CCCCl.C1CCOC1" homo_energy_ev=-9.356 total_charge=0
C -2.704 1.566 2.562
Si -1.784 2.944 1.556
C -2.958 4.477 1.610
C -0.123 3.321 2.449
O -1.415 2.410 -0.055
C -0.972 1.039 -0.015
C 0.249 0.735 -1.051
C 0.940 -0.607 -0.526
O 1.246 -1.681 -1.454
C 1.711 -2.708 -0.539
O 1.315 -3.870 -0.396
O 2.726 -1.985 0.207
C 2.343 -0.561 0.247
C 3.337 0.502 -0.408
C 4.807 0.466 0.276
C 5.780 1.627 -0.249
Cl 5.374 2.221 -1.961
H -3.110 2.093 3.505
H -2.016 0.689 2.825
H -3.572 1.124 1.951
H -3.243 4.694 2.707
H -2.472 5.386 1.118
H -3.909 4.176 1.024
H -0.259 4.345 2.968
H 0.179 2.540 3.228
H 0.730 3.347 1.669
H -1.802 0.268 -0.235
H -0.554 0.735 1.025
H 0.911 1.662 -1.025
H -0.176 0.575 -2.103
H 0.147 -1.101 0.155
H 2.039 -0.380 1.348
H 2.915 1.545 -0.196
H 3.374 0.331 -1.533
H 4.653 0.644 1.408
H 5.263 -0.591 0.187
H 5.685 2.539 0.435
H 6.888 1.314 -0.277
C -1.818 -4.388 -1.589
C -2.695 -3.855 -2.701
C -3.557 -2.846 -1.967
O -2.766 -2.333 -0.887
C -1.594 -3.151 -0.744
H -0.888 -4.838 -1.940
H -2.366 -5.141 -1.013
H -2.078 -3.346 -3.448
H -3.279 -4.625 -3.208
H -4.446 -3.321 -1.536
H -3.879 -2.023 -2.610
H -0.740 -2.575 -1.106
H -1.435 -3.386 0.311

=====

Table of electronic energy (eV), in record order: -32553.58809; -84526.60155; -59292.92507; -28428.78305; -57924.76120; -46661.55822
Table of largest force on an atom (eV Å⁻¹), in record order: 2.77; 1.40; 5.07; 1.55; 14.75; 5.26